Record 1
An isolated molecule of CH5ClP2, computed with ωB97M-V with the def2-TZVPD basis set.

The SMILES is P[PH2]=CCl. As for the lowest unoccupied orbital energy (spin up / spin down): -0.040 / -0.027 Eh. As for the gap between HOMO and LUMO (spin up / spin down): 6.94 / 6.80 eV. For the electronic energy, the calculation gives -32213.6654 eV. The calculation puts the energy above the lowest of the compared OMol25 structures with the same formula, charge and spin at 68.2 kcal/mol. Its charge is 0. As for the HOMO energy (spin up / spin down): -8.0 / -7.5 eV.

```
9
Properties=species:S:1:pos:R:3:forces:R:3:mulliken_charge:R:1
P -0.0583 0.7482 -2.2250 -1.5 1.7 1.2 -0.15
P -0.2450 -0.0807 0.1832 0.8 -1.7 0.1 0.07
C 0.1381 -0.5225 1.9959 1.0 0.2 -2.5 -0.32
Cl -0.5760 0.7088 2.8861 -0.6 1.2 1.7 -0.15
H 1.2652 1.1380 -2.1879 0.7 -0.1 -0.1 0.05
H 0.0076 -0.3384 -3.0641 0.5 -1.0 -0.1 0.05
H -0.1932 -1.3839 -0.4318 -0.6 0.6 0.7 0.10
H -1.5381 0.3553 0.5674 0.0 -0.4 -0.9 0.10
H 1.1997 -0.6248 2.2761 -0.4 -0.3 -0.1 0.25
```
Positions in Å, forces in eV/Å.

---

Record 2
An isolated molecule of CH5FN2, computed with ωB97M-V with the def2-TZVPD basis set.

The SMILES is CNNF. As for the lowest unoccupied orbital energy: 0.038 Eh. As for the gap between HOMO and LUMO: 10.45 eV. For the electronic energy, the calculation gives -6811.7992 eV. The calculation puts the energy above the lowest of the compared OMol25 structures with the same formula, charge and spin at 83.6 kcal/mol. Its charge is 0. As for the HOMO energy: -9.4 eV.

```
9
Properties=species:S:1:pos:R:3:forces:R:3:mulliken_charge:R:1
C 1.0367 0.3497 -0.1037 -3.8 -1.3 2.9 -0.70
N -0.1895 -0.9237 -0.0346 6.1 2.3 -2.2 -0.16
N -1.2997 -0.4722 0.3351 -3.3 0.4 4.3 -0.23
F -1.8959 0.7325 -0.3991 0.8 0.1 -0.1 -0.32
H 0.3095 1.1972 -0.2272 1.4 -0.6 -0.1 0.28
H 1.5465 0.3282 0.8895 -0.7 0.1 -0.7 0.23
H 1.7657 0.1700 -0.8189 0.9 -0.3 -1.8 0.34
H -0.1527 -1.3342 -0.9553 -0.5 -0.4 -0.1 0.26
H -1.1207 -0.0474 1.3143 -0.9 -0.4 -2.1 0.30
```
Positions in Å, forces in eV/Å.

---

Record 3
A 2-piece molecular cluster, CH5FOSi overall, computed with ωB97M-V with the def2-TZVPD basis set.

As for the lowest unoccupied orbital energy: -0.003 Eh. As for the gap between HOMO and LUMO: 8.47 eV. For the electronic energy, the calculation gives -13759.1074 eV. The calculation puts the energy above the lowest of the compared OMol25 structures with the same formula, charge and spin at 28.0 kcal/mol. Its charge is 0. As for the HOMO energy: -8.6 eV.

```
9
Properties=species:S:1:pos:R:3:forces:R:3:mulliken_charge:R:1
C 2.1228 0.1744 0.4539 -0.9 4.4 0.7 -0.39
O -3.4428 0.1363 -0.7378 -1.8 -0.7 2.0 -0.35
F 1.6500 -0.0354 -0.8103 0.0 0.0 -0.3 -0.25
Si -2.7186 -0.8096 0.3572 1.7 -0.6 0.2 0.15
H 1.4298 0.9215 1.0349 0.9 -1.1 -1.3 0.16
H 3.1051 0.6909 0.4519 -0.4 -0.7 -0.3 0.23
H -3.0589 0.4750 -1.4885 1.5 1.2 -2.6 0.33
H -1.1647 -0.8770 -0.2816 -1.4 0.1 0.4 -0.12
H 2.0773 -0.6760 1.0204 0.3 -2.5 1.1 0.24
```
Positions in Å, forces in eV/Å.

---

Record 4
An isolated molecule of CH5FSi, computed with ωB97M-V with the def2-TZVPD basis set.

The SMILES is FC[SiH3]. As for the lowest unoccupied orbital energy: 0.039 Eh. As for the gap between HOMO and LUMO: 11.56 eV. For the electronic energy, the calculation gives -11711.6028 eV. The calculation puts the energy above the lowest of the compared OMol25 structures with the same formula, charge and spin at 4.5 kcal/mol. Its charge is 0. As for the HOMO energy: -10.5 eV.

```
8
Properties=species:S:1:pos:R:3:forces:R:3:mulliken_charge:R:1
F -1.6595 -0.6429 -0.5863 -0.3 -0.2 -0.8 -0.28
C -0.9500 0.0939 0.3636 0.3 0.7 -0.7 -0.28
Si 0.9521 0.1296 -0.2724 -1.2 -0.1 1.0 0.39
H -1.5927 1.0423 0.4835 1.4 -1.4 0.6 0.24
H -0.8409 -0.6533 1.1691 -0.5 1.1 0.5 0.19
H 1.5091 -0.6833 0.8572 0.4 0.3 -0.4 -0.09
H 1.7499 1.3664 -0.5195 -0.4 -0.1 0.2 -0.09
H 0.8321 -0.6526 -1.4953 0.2 -0.2 -0.3 -0.08
```
Positions in Å, forces in eV/Å.

---

Record 5
CH5GdO2 as an isolated structure, computed with ωB97M-V with the def2-TZVPD basis set.

As for the lowest unoccupied orbital energy (spin up / spin down): -0.397 / -0.496 Eh. As for the spin multiplicity: 8. As for the gap between HOMO and LUMO (spin up / spin down): 9.95 / 7.25 eV. For the electronic energy, the calculation gives -26028.1606 eV. Its charge is +2. As for the HOMO energy (spin up / spin down): -20.8 / -20.8 eV.

```
9
Properties=species:S:1:pos:R:3:forces:R:3:mulliken_charge:R:1
O -0.1562 0.1537 0.3023 4.2 0.7 -1.1 -0.50
H 0.5508 0.8735 -0.0528 -2.6 -1.9 1.1 0.43
C -1.5359 0.5014 0.1559 -1.6 0.7 -0.1 -0.50
H -2.0417 -0.2828 -0.4187 0.1 0.2 0.0 0.27
H -1.9953 0.5757 1.1491 0.2 0.1 -0.3 0.29
H -1.6223 1.4556 -0.3780 0.0 -0.3 0.2 0.28
Gd 0.9122 -1.9079 0.2082 1.2 1.7 -0.7 1.99
O 2.5041 -0.7568 -0.6563 -2.4 -1.2 0.6 -0.64
H 3.3844 -0.6124 -0.3097 0.9 0.1 0.3 0.38
```
Positions in Å, forces in eV/Å.

---

Record 6
A 2-piece molecular cluster, CH5IN2 overall, computed with ωB97M-V with the def2-TZVPD basis set.

The SMILES is [H]/N=N\C.I. As for the lowest unoccupied orbital energy: 0.032 Eh. As for the gap between HOMO and LUMO: 10.31 eV. For the electronic energy, the calculation gives -12196.7726 eV. The calculation puts the energy above the lowest of the compared OMol25 structures with the same formula, charge and spin at 18.6 kcal/mol. Its charge is 0. As for the HOMO energy: -9.4 eV.

```
9
Properties=species:S:1:pos:R:3:forces:R:3:mulliken_charge:R:1
H 1.1772 -1.1321 -0.7827 -1.0 -0.5 -1.0 0.21
N 0.1072 -0.9786 -0.8476 1.9 -0.5 0.2 -0.33
N -0.0889 -0.0858 -0.0435 -1.7 -0.1 0.1 0.11
C 1.0080 0.5061 0.6052 1.9 0.6 1.4 -0.70
H 0.7706 1.5854 0.5870 0.9 -0.3 -0.2 0.22
H 1.0438 0.2715 1.6978 -0.4 -0.1 -0.8 0.23
H 2.0327 0.1527 0.1805 -1.5 0.9 0.4 0.28
I -3.4477 -0.4457 -1.3239 -0.1 0.1 0.1 -0.13
H -2.6030 0.1267 -0.0728 0.0 -0.1 -0.2 0.11
```
Positions in Å, forces in eV/Å.

---

Record 7
CH5IN2O as an isolated structure, computed with ωB97M-V with the def2-TZVPD basis set.

As for the lowest unoccupied orbital energy (spin up / spin down): -0.028 / -0.028 Eh. As for the gap between HOMO and LUMO (spin up / spin down): 7.76 / 7.29 eV. For the electronic energy, the calculation gives -14239.5895 eV. The calculation puts the energy above the lowest of the compared OMol25 structures with the same formula, charge and spin at 88.4 kcal/mol. Its charge is 0. As for the HOMO energy (spin up / spin down): -8.5 / -8.1 eV.

```
10
Properties=species:S:1:pos:R:3:forces:R:3:mulliken_charge:R:1
C 1.6430 -2.5253 0.0890 2.0 3.3 -3.5 -0.40
N 0.5209 -1.4170 -1.3763 1.4 -1.4 -0.1 0.05
N -1.3531 2.5602 0.8049 -0.6 -0.7 0.4 -0.74
O 0.7902 -1.3753 -2.5330 -0.3 -0.2 1.6 -0.29
I -0.3663 0.3061 -0.5156 -0.2 0.3 0.0 0.20
H 1.0395 -2.6629 0.8722 -3.0 -0.5 3.0 0.21
H 1.7518 -3.3841 -0.4886 0.1 -1.7 -1.1 0.19
H -0.7733 2.3455 1.5955 0.2 -0.1 0.5 0.30
H -0.9713 3.3751 0.3996 0.4 1.1 -0.6 0.26
H -2.2815 2.7778 1.1524 0.1 -0.1 -0.1 0.23
```
Positions in Å, forces in eV/Å.

---

Record 8
An isolated molecule of CH5IN2S, computed with ωB97M-V with the def2-TZVPD basis set.

As for the lowest unoccupied orbital energy (spin up / spin down): -0.029 / -0.029 Eh. As for the gap between HOMO and LUMO (spin up / spin down): 7.78 / 7.78 eV. For the electronic energy, the calculation gives -23032.2554 eV. The calculation puts the energy above the lowest of the compared OMol25 structures with the same formula, charge and spin at 16.5 kcal/mol. Its charge is 0. As for the HOMO energy (spin up / spin down): -8.6 / -8.6 eV.

```
10
Properties=species:S:1:pos:R:3:forces:R:3:mulliken_charge:R:1
C -1.3263 -0.5673 -0.9285 -0.7 1.0 -4.1 -0.70
N 1.1312 1.3886 1.0327 1.0 0.9 -1.5 -0.42
N -0.6174 0.4407 -0.1993 0.2 -0.7 0.5 -0.25
S 0.9295 0.3229 -0.2211 -1.2 1.0 0.4 0.24
I 1.6710 -1.8886 0.9028 0.1 -0.3 0.1 -0.22
H -0.6905 -0.8386 -1.8877 -1.5 0.0 1.5 0.28
H -1.5780 -1.4698 -0.4155 0.3 -0.6 0.8 0.29
H -2.3699 -0.1552 -1.3083 2.2 -0.6 0.8 0.22
H 2.0255 1.8212 1.1854 0.5 -0.2 -0.4 0.26
H 0.8248 0.9461 1.8394 -0.9 -0.7 1.9 0.29
```
Positions in Å, forces in eV/Å.